Density functional theory data (ωB97M-V with the def2-TZVPD basis set) for an isolated molecule of C5H6OS.

Each line ends with the Mulliken charge.
Atoms and positions in Å:
S -1.77 0.11 -0.67  -0.31
O 1.74 -0.09 0.00  -0.45
C -0.46 1.17 0.13  -0.22
C 0.61 -0.68 -0.86  -0.22
C 0.93 0.85 -0.76  -0.15
C -0.71 -0.98 -0.06  0.10
C -0.43 -0.08 1.13  -0.92
H 1.40 1.51 -1.48  0.42
H -0.64 -2.22 0.21  0.37
H -0.75 2.20 0.41  0.47
H 0.93 -1.56 -1.64  0.30
H -1.32 -0.06 1.81  0.32
H 0.47 -0.17 1.77  0.29

ΔE to the lowest compared entry with this formula, charge and spin   105.6 kcal/mol
Kohn-Sham gap   9.3 eV
Spin multiplicity   1
M   114.169 Da
Largest force on an atom   0.175 Eh/bohr
HOMO energy   -0.3101 Ha

---

Density functional theory data (ωB97M-V with the def2-TZVPD basis set) for the ion C8H10N3O with charge -1.

Each line ends with the Mulliken charge.
Atoms and positions in Å:
O 3.34 -1.59 0.84  -0.37
N 2.75 -0.51 1.07  -0.09
N -1.88 0.73 0.67  -1.14
N -0.49 0.49 0.36  0.81
C -0.22 -0.81 -0.07  -0.48
C 2.63 0.43 -0.06  0.22
C 1.70 1.54 0.32  -0.52
C -3.94 -0.63 0.57  -0.99
C -1.43 -1.44 -0.13  -0.92
C -2.40 -0.49 0.41  0.63
C 2.23 -0.17 -1.47  -1.00
C 0.37 1.59 0.40  -0.07
H -1.54 -2.50 -0.22  0.31
H -0.19 2.56 0.35  0.31
H 2.52 0.54 -2.27  0.33
H 3.58 0.96 -0.15  0.49
H 2.72 -1.08 -1.56  0.37
H -4.20 -1.13 1.46  0.26
H 1.11 -0.21 -1.42  0.18
H -4.49 0.38 0.78  0.27
H -4.40 -1.20 -0.22  0.29
H 2.24 2.56 0.33  0.11

ΔE to the lowest compared entry with this formula, charge and spin   9.0 kcal/mol
Kohn-Sham gap   6.7 eV
Spin multiplicity   1
M   164.188 Da
Total charge   -1
Largest force on an atom   0.066 Eh/bohr
HOMO energy   -0.1167 Ha

---

Density functional theory data (ωB97M-V with the def2-TZVPD basis set) for a structure of composition C17H20N5O2RhS3Te.

Each line ends with the Mulliken charge.
Atoms and positions in Å:
Te -0.87 0.37 -3.30  0.50
Rh -2.40 0.12 -1.13  -0.10
S 2.02 -0.73 -0.24  0.15
S -3.34 1.93 -2.18  -0.30
S 2.33 1.33 -3.13  -0.17
O -4.08 -3.20 -3.46  -0.62
O 0.65 -0.49 -0.77  -0.22
N -1.92 -1.13 0.54  -0.18
N -1.86 1.49 0.20  1.03
N -2.50 4.38 -1.60  -0.42
N -1.85 2.82 -0.08  -1.25
N -3.09 -1.49 -2.15  -0.53
C 1.86 -1.56 1.40  -0.33
C 3.10 0.49 1.93  -0.77
C -2.49 3.09 -1.19  0.59
C 2.13 -0.53 2.50  0.13
C -1.37 -0.96 2.84  -0.50
C 1.87 -1.05 -3.90  -0.21
C -1.94 -2.45 0.63  -0.27
C 3.27 -0.88 -3.97  -0.49
C 3.67 0.36 -3.58  -0.42
C 2.58 0.83 0.54  -0.58
C -1.58 1.08 1.40  0.39
C -1.27 2.04 2.50  -1.59
C -1.68 -3.10 1.82  -0.75
C -3.60 -2.33 -2.82  0.66
C -1.40 -2.34 2.94  -0.57
C -1.62 -0.36 1.61  0.78
C 1.21 0.07 -3.46  -0.28
H -2.19 -2.96 -0.29  0.40
H -0.47 1.65 3.15  0.38
H 1.67 1.44 0.58  0.20
H 2.59 -2.37 1.42  0.48
H -1.21 -2.81 3.89  0.41
H 3.17 1.38 2.55  0.37
H 2.51 -1.01 3.40  0.42
H 3.96 -1.65 -4.31  0.39
H 3.30 1.31 -0.11  0.50
H -2.24 5.07 -0.92  0.24
H 4.68 0.74 -3.55  0.40
H -1.16 -0.36 3.72  0.43
H -1.70 -4.18 1.86  0.44
H -2.15 2.20 3.13  0.34
H -0.96 2.99 2.09  0.42
H 1.20 -0.03 2.77  -0.36
H 4.11 0.06 1.87  0.30
H -3.13 4.65 -2.34  0.20
H 0.86 -1.98 1.40  -0.09
H 1.34 -1.96 -4.16  0.44

ΔE to the lowest compared entry with this formula, charge and spin   29.0 kcal/mol
Kohn-Sham gap (spin up / spin down)   5.8 / 5.7 eV
Spin multiplicity   1
M   653.087 Da
Largest force on an atom   0.016 Eh/bohr
HOMO energy (spin up / spin down)   -0.2609 / -0.2603 Ha

---

Density functional theory data (ωB97M-V with the def2-TZVPD basis set) for an isolated molecule of C5H4ClIN2O2S.

Each line ends with the Mulliken charge.
Atoms and positions in Å:
I -3.57 -0.07 1.59  0.09
Cl 3.20 -0.33 1.72  -0.20
S 0.80 -2.25 -0.65  0.49
O 1.08 -1.41 0.85  -0.35
O 2.10 -2.15 -1.55  -0.36
N -0.66 0.07 -1.09  -0.02
N -0.23 1.25 0.84  -0.49
C 1.64 -0.25 1.04  0.50
C 1.06 0.96 1.09  -0.33
C -1.03 0.77 -0.06  0.49
C -2.56 1.01 0.00  -1.05
C -0.09 -0.78 -1.71  -0.33
H 1.76 1.76 1.15  0.33
H -2.55 2.12 0.08  0.36
H 2.05 -1.65 -2.36  0.37
H -2.98 0.95 -0.95  0.50

ΔE to the lowest compared entry with this formula, charge and spin   64.0 kcal/mol
Kohn-Sham gap   7.5 eV
Spin multiplicity   1
M   318.523 Da
Largest force on an atom   0.072 Eh/bohr
HOMO energy   -0.2955 Ha

---

Density functional theory data (ωB97M-V with the def2-TZVPD basis set) for a structure of composition C25H41BrClF4IN4O4ReSi.

Each line ends with the Löwdin spin population.
Atoms and positions in Å:
Re -0.31 0.04 0.15  0.97
I -4.51 -3.60 -2.68  0.00
Br 1.47 1.52 1.21  0.04
Cl 0.76 -1.98 1.76  0.00
Si 2.64 2.76 3.27  0.00
F 4.53 1.71 -3.13  0.00
F 2.39 2.48 -1.74  0.00
F 2.43 -2.37 -4.15  0.00
F 0.28 -1.61 -2.76  0.00
O 1.87 -1.75 2.57  0.00
O 1.05 -1.58 0.32  0.03
O -0.35 -0.96 2.06  0.00
O 0.23 -3.27 1.82  0.00
N -1.80 -1.38 -0.29  0.00
N 0.13 0.87 -1.49  -0.10
N -2.45 -2.09 0.66  0.00
N -1.81 1.63 0.11  0.00
C 4.30 4.02 1.29  0.00
C 3.57 5.32 3.31  0.00
C -0.51 2.13 -1.91  -0.01
C -1.21 2.73 -0.70  0.00
C 3.13 4.28 2.25  0.00
C 3.49 0.89 -3.07  0.00
C -3.35 -2.68 -1.26  0.01
C 2.00 4.90 1.41  0.00
C 1.84 3.43 5.82  0.00
C -2.35 -1.74 -1.46  0.02
C 1.32 -0.78 -2.86  -0.01
C 2.37 1.30 -2.36  -0.01
C 4.63 0.86 2.46  0.00
C -3.09 1.25 -0.53  0.01
C -3.37 -2.88 0.11  0.03
C 0.18 4.01 4.06  0.00
C -2.12 2.13 1.47  0.00
C 3.53 -0.34 -3.69  -0.01
C 4.00 1.52 3.70  0.00
C 3.54 0.38 4.62  0.00
C 0.46 1.63 4.74  0.00
C 1.26 0.47 -2.26  -0.01
C 2.43 -1.17 -3.58  0.00
C 1.21 2.95 4.49  0.00
C 5.08 2.33 4.44  0.00
H -0.49 3.27 -0.08  0.00
H 4.54 4.96 0.78  0.00
H -1.21 2.43 1.97  0.00
H 4.41 -0.65 -4.25  0.00
H 4.41 -0.26 4.81  0.00
H 4.37 4.96 3.96  0.00
H 2.77 -0.24 4.16  0.00
H 0.59 5.01 4.00  0.00
H 2.36 5.84 1.00  0.00
H -3.57 0.46 0.04  0.00
H -2.80 2.99 1.41  0.00
H -2.92 0.91 -1.55  0.00
H 4.04 3.30 0.51  0.00
H 1.04 3.57 6.55  0.00
H 5.20 3.69 1.79  0.00
H 1.10 5.12 1.98  0.00
H 4.70 2.84 5.33  0.00
H 0.25 2.83 -2.27  0.00
H 5.57 3.07 3.81  0.00
H 2.54 2.71 6.25  0.00
H -0.62 4.04 4.82  0.00
H -2.00 -1.32 -2.39  0.00
H 3.95 0.15 1.99  0.00
H 2.74 5.66 3.93  0.00
H -1.99 3.43 -1.01  0.00
H -0.02 1.26 3.83  0.00
H 1.73 4.26 0.57  0.00
H 5.85 1.64 4.78  0.00
H 2.36 4.39 5.72  0.00
H -0.32 1.82 5.48  0.00
H -0.29 3.77 3.11  0.00
H -2.17 -2.01 1.62  0.00
H 3.19 0.73 5.59  0.00
H 3.95 6.20 2.78  0.00
H -3.75 2.12 -0.55  0.00
H 1.10 0.84 5.13  0.00
H -3.97 -3.54 0.72  0.00
H -1.18 1.92 -2.75  0.00
H 5.51 0.29 2.79  0.00
H -2.60 1.34 2.04  0.00
H 4.97 1.56 1.70  0.00

ΔE to the lowest compared entry with this formula, charge and spin   35.5 kcal/mol
Kohn-Sham gap (spin up / spin down)   6.6 / 6.9 eV
Spin multiplicity   2
M   994.173 Da
Total charge   +2
Largest force on an atom   0.006 Eh/bohr
HOMO energy (spin up / spin down)   -0.5209 / -0.5222 Ha

---

Density functional theory data (ωB97M-V with the def2-TZVPD basis set) for a structure of composition C3H12InN6O3.

Each line ends with the Mulliken charge.
Atoms and positions in Å:
In -21.21 -38.17 13.50  1.43
O -20.86 -35.37 13.28  -0.51
O -23.63 -36.84 14.32  -0.42
O -20.93 -37.69 16.34  -0.50
N -20.03 -35.84 17.35  -0.34
N -24.86 -35.07 15.08  -0.33
N -21.55 -33.40 12.42  -0.31
N -21.09 -33.50 14.63  -0.35
N -25.88 -36.87 14.14  -0.33
N -22.20 -36.49 17.77  -0.31
C -24.73 -36.23 14.42  0.63
C -21.11 -34.18 13.47  0.62
C -21.04 -36.74 17.16  0.69
H -25.75 -34.60 15.11  0.24
H -22.35 -35.57 18.15  0.26
H -20.14 -34.96 17.84  0.25
H -21.12 -32.49 14.63  0.26
H -21.79 -32.43 12.52  0.24
H -21.48 -33.83 11.51  0.28
H -25.81 -37.65 13.50  0.27
H -24.03 -34.60 15.41  0.21
H -26.75 -36.64 14.62  0.25
H -23.07 -36.94 17.52  0.25
H -19.16 -36.11 16.91  0.27
H -20.52 -33.90 15.36  0.23

ΔE to the lowest compared entry with this formula, charge and spin   77.0 kcal/mol
Kohn-Sham gap   3.1 eV
Spin multiplicity   1
M   294.986 Da
Total charge   +3
Largest force on an atom   0.040 Eh/bohr
HOMO energy   -0.7565 Ha